Below is a structure of composition C31H32BN5O3Ti, with properties calculated with ωB97M-V/def2-TZVPD.

ORCA input file:
```
! RIJCOSX wB97M-V def2-TZVPD def2/J DEFGRID3
* xyz 0 1
Ti 0.228 0.863 0.415
O 1.967 0.741 4.145
C 1.320 0.522 3.143
N 1.649 0.818 1.842
C 2.985 1.135 1.503
C 4.104 1.039 2.321
C 5.356 1.309 1.787
C 5.493 1.673 0.458
C 4.380 1.770 -0.367
C 3.123 1.498 0.161
N 1.877 1.568 -0.502
C 1.801 1.947 -1.814
O 2.697 2.031 -2.629
C 0.410 2.371 -2.187
C 0.145 2.968 -3.402
C -1.128 3.470 -3.621
C -2.073 3.357 -2.615
C -1.732 2.715 -1.437
N -0.510 2.220 -1.231
C 0.017 -0.210 3.232
C -0.478 -0.698 4.423
C -1.642 -1.449 4.385
C -2.247 -1.693 3.162
C -1.688 -1.153 2.017
N -0.580 -0.416 2.061
H 4.001 0.770 3.359
H 6.228 1.234 2.423
H 6.472 1.882 0.048
H 4.489 2.036 -1.404
H 0.946 3.045 -4.123
H -1.374 3.958 -4.555
H -3.071 3.756 -2.729
H -2.454 2.611 -0.642
H 0.060 -0.485 5.335
H -2.068 -1.849 5.295
H -3.146 -2.288 3.087
H -2.128 -1.317 1.046
B -3.575 2.942 2.136
C -2.140 2.460 1.761
N -1.109 2.077 1.391
H -4.183 2.895 1.082
H -3.487 4.067 2.561
H -4.014 2.159 2.947
C -3.366 -0.122 -0.857
C -2.768 -0.989 -1.965
C -2.139 -0.178 -3.100
C -1.814 -2.079 -1.505
C -2.195 -3.395 -1.737
C -1.341 -4.453 -1.485
C -0.060 -4.182 -1.047
C 0.385 -2.885 -0.792
C 1.845 -2.740 -0.395
C 2.614 -1.747 -1.264
C 2.035 -2.489 1.100
C -0.535 -1.837 -0.964
O -0.220 -0.550 -0.611
H -4.047 0.617 -1.284
H -2.614 0.417 -0.284
H -3.946 -0.728 -0.158
H -3.615 -1.524 -2.405
H -1.227 0.323 -2.780
H -2.838 0.576 -3.467
H -1.879 -0.835 -3.931
H -3.182 -3.583 -2.143
H -1.656 -5.472 -1.667
H 0.638 -4.997 -0.902
H 2.282 -3.722 -0.597
H 2.225 -0.736 -1.184
H 2.567 -2.039 -2.315
H 3.664 -1.720 -0.964
H 1.614 -1.534 1.399
H 3.097 -2.472 1.349
H 1.554 -3.273 1.689
*
```

E_LUMO: -1.014 eV
Gap between HOMO and LUMO: 7.01 eV
HOMO energy: -8.03 eV
ΔE to the lowest compared entry with this formula, charge and spin: 0.00 kJ/mol